[1]
The following is a DFT calculation (ωB97M-V/def2-TZVPD) of a molecular structure, C4H7NS2 in a non-equilibrium geometry.

Summary:
Orbital gap (alpha / beta) (eV): 6.7 / 6.7
LUMO level (alpha / beta) (Eh): -0.038 / -0.038
Electronic energy (a.u.): -1007.6297
HOMO (alpha / beta) (eV): -7.7505 / -7.7538
ΔE to the lowest compared entry with this formula, charge and spin (kcal per mole): 65.62

Last column: natural (NBO) charge in e.
Cartesian coordinates (Å):
C 1.734 0.427 2.830  -0.05
C 1.368 -0.335 1.703  -0.39
C -0.464 0.733 -1.132  -0.59
C 0.407 -0.532 -0.932  -0.54
N 2.441 1.493 2.756  -0.54
S 1.901 -0.015 0.117  0.43
S 3.417 1.671 1.498  0.22
H 1.251 0.310 3.853  0.21
H 0.667 -1.045 1.861  0.22
H 0.056 1.420 -1.619  0.20
H -1.403 0.481 -1.797  0.20
H -0.725 1.065 -0.158  0.21
H 0.823 -0.830 -1.827  0.21
H -0.268 -1.257 -0.600  0.22

Force components x, y, z for each atom (eV/Å):
C -2.2093 -2.3880 0.6255
C 2.1713 2.6338 0.7176
C -2.8590 -4.2313 -0.0618
C -0.3028 2.8808 1.2892
N 1.9277 2.4974 -0.3800
S -0.6004 -0.9485 -0.2838
S -0.0370 0.2308 0.1499
H 0.3521 -0.4968 -1.5437
H -2.2776 -2.1670 0.1293
H 2.2339 3.3200 -2.0499
H 1.6311 0.4614 1.4940
H -0.6926 0.5677 0.6969
H 1.0249 -0.7682 -1.9591
H -0.3624 -1.5922 1.1759



[2]
The following is a DFT calculation (ωB97M-V/def2-TZVPD) of a molecular structure, F2P2S4 in a non-equilibrium geometry.

Summary:
Orbital gap (eV): 5.6
LUMO level (Eh): -0.130
Electronic energy (a.u.): -2475.2496
HOMO (eV): -9.1503
ΔE to the lowest compared entry with this formula, charge and spin (kcal per mole): 6.09

Last column: natural (NBO) charge in e.
Cartesian coordinates (Å):
F -2.845 0.828 0.584  -0.59
F 2.452 0.206 1.081  -0.55
P -1.441 0.453 -0.315  0.90
P 1.307 0.042 -0.001  1.15
S -1.598 -1.530 -0.765  -0.11
S 0.922 -1.921 -0.491  -0.08
S 1.453 1.285 -1.483  -0.42
S -0.251 0.636 1.391  -0.29

Force components x, y, z for each atom (eV/Å):
F 1.1805 -1.1315 -1.0879
F 0.1053 -0.9772 -0.6175
P -2.3267 3.8705 0.7051
P -0.4409 2.9899 0.5448
S 2.6145 -2.5252 0.4116
S -2.4633 -0.2245 -0.0632
S 0.2819 -1.0554 0.7347
S 1.0487 -0.9467 -0.6277



[3]
The following is a DFT calculation (ωB97M-V/def2-TZVPD) of a molecular structure, C45H48BrN3O7RuS in a non-equilibrium geometry.

Summary:
Orbital gap (alpha / beta) (eV): 6.2 / 6.1
Net charge: -1
LUMO level (alpha / beta) (Eh): 0.061 / 0.020
Spin multiplicity: 6
Electronic energy (a.u.): -5501.6009
HOMO (alpha / beta) (eV): -4.5266 / -5.5214

Last column: Löwdin spin population.
Cartesian coordinates (Å):
Ru 0.036 -0.020 0.204  3.91
C 0.839 5.253 -1.630  0.00
C -0.276 4.683 -0.731  0.00
C -0.726 5.876 0.181  0.00
C -1.341 3.924 -1.455  0.01
C -1.985 4.598 -2.518  0.00
C -3.052 4.064 -3.164  0.01
C -3.597 2.802 -2.855  0.00
C -2.915 1.996 -1.893  0.01
C -3.540 0.656 -1.590  0.00
C -3.035 -0.481 -2.564  0.00
C -5.094 0.646 -1.648  0.00
C -1.836 2.568 -1.127  0.01
N -1.249 1.880 -0.024  0.12
C -1.521 2.335 1.280  0.01
O -2.410 3.134 1.601  0.03
C -0.364 1.984 2.179  0.04
C -0.124 2.569 3.456  0.00
C 1.212 2.618 3.836  0.02
C 2.254 2.065 3.070  0.00
C 1.880 1.358 1.882  0.04
N 0.560 1.210 1.593  0.12
C 2.810 0.672 0.968  0.03
O 4.008 0.510 1.162  0.05
N 2.076 0.201 -0.140  0.15
C 2.790 -0.351 -1.234  0.01
C 3.545 -1.602 -1.148  0.01
C 3.953 -2.242 -2.294  0.00
C 3.806 -1.591 -3.540  0.01
C 3.169 -0.384 -3.583  0.00
C 2.727 0.321 -2.455  0.02
C 2.292 1.730 -2.775  0.00
C 3.467 2.641 -3.142  0.00
C 1.141 1.720 -3.871  0.00
C 3.770 -2.327 0.152  0.00
C 3.463 -3.801 0.039  0.00
C 5.176 -2.245 0.671  0.00
H 1.643 5.664 -1.006  0.00
H 0.574 6.003 -2.334  0.00
H 1.233 4.441 -2.280  0.00
H 0.221 3.994 -0.045  0.00
H -1.332 6.645 -0.311  0.00
H 0.107 6.427 0.551  0.00
H -1.396 5.560 1.007  0.00
H -1.622 5.602 -2.749  0.00
H -3.440 4.672 -3.968  0.00
H -4.531 2.444 -3.324  0.00
H -3.288 0.389 -0.573  0.00
H -3.474 -0.309 -3.579  0.00
H -3.340 -1.481 -2.135  0.00
H -1.930 -0.427 -2.688  0.00
H -5.516 0.712 -2.662  0.00
H -5.397 1.455 -1.037  0.00
H -5.527 -0.297 -1.223  0.00
H -0.940 2.999 3.971  0.00
H 1.459 3.239 4.680  0.00
H 3.281 2.249 3.270  0.00
H 4.438 -3.210 -2.220  0.00
H 4.261 -2.045 -4.393  0.00
H 2.964 0.007 -4.557  0.00
H 1.901 2.191 -1.856  0.00
H 3.916 2.266 -4.037  0.00
H 4.153 2.650 -2.306  0.00
H 3.109 3.661 -3.339  0.00
H 0.455 0.869 -3.643  0.00
H 1.448 1.628 -4.907  0.00
H 0.506 2.606 -3.695  0.00
H 3.165 -1.937 0.976  0.00
H 4.226 -4.439 -0.410  0.00
H 2.504 -4.062 -0.433  0.00
H 3.354 -4.289 1.068  0.00
H 5.925 -2.368 -0.077  0.00
H 5.328 -3.025 1.454  0.00
H 5.392 -1.319 1.220  0.00
C -2.117 -1.831 7.757  0.00
C -2.129 -1.868 6.220  0.00
C -2.434 -3.015 5.443  0.00
C -2.600 -2.982 4.075  0.00
C -2.472 -1.713 3.498  0.00
C -2.089 -0.527 4.179  0.00
C -1.856 -0.655 5.546  0.00
S -2.799 -1.575 1.764  0.02
O -4.151 -1.059 1.588  0.01
O -2.559 -2.887 1.123  0.00
O -1.804 -0.534 1.183  0.12
H -2.032 -2.745 8.281  0.00
H -2.940 -1.237 8.181  0.00
H -1.145 -1.365 8.049  0.00
H -2.484 -3.988 5.947  0.00
H -2.862 -3.775 3.416  0.00
H -2.129 0.476 3.701  0.00
H -1.521 0.267 6.111  0.00
Br 0.502 -7.530 1.018  0.00
C 0.170 -6.247 -0.316  0.00
C -0.331 -6.630 -1.583  0.00
C -0.786 -5.712 -2.493  0.00
C -0.752 -4.328 -2.231  0.00
C -0.222 -3.910 -0.956  0.00
C 0.182 -4.878 0.011  0.00
C -0.058 -2.472 -0.628  0.02
O -0.580 -1.523 -1.393  0.09
O 0.622 -2.082 0.395  0.12
H -0.473 -7.666 -1.780  0.00
H -1.185 -5.984 -3.464  0.00
H -1.157 -3.642 -2.958  0.00
H 0.450 -4.518 1.009  0.00

Force components x, y, z for each atom (eV/Å):
Ru -2.6811 -2.0637 -4.0214
C 0.6773 -1.7687 -0.1257
C 0.8139 1.0244 1.0591
C -1.9388 -0.7252 -0.1086
C -2.0018 -1.4126 -0.6807
C 1.5268 -0.2586 1.6994
C -1.3065 -0.6993 -0.9731
C 1.5484 0.1557 0.5299
C -0.8184 1.5329 -0.1375
C -0.2813 -1.4201 -0.8239
C 0.1951 0.4838 0.2721
C 0.4759 -1.2087 -0.0815
C -0.0160 1.4519 -0.3641
N -0.2716 0.7119 1.3434
C -0.8104 0.5673 -3.1414
O 1.0566 -0.9340 0.3927
C 0.0965 -0.2140 1.6956
C 0.8425 -1.1396 -2.6045
C 0.3318 0.0938 -0.1569
C -1.8729 -0.4168 -1.8725
C -0.8232 0.5532 3.2497
N 2.5807 4.4640 3.6219
C -0.4065 -1.7856 -2.5801
O -0.5155 0.8229 0.3008
N 3.0215 1.2763 1.2204
C 0.9950 -0.7280 0.1733
C -1.6559 0.8917 0.2911
C 0.4180 1.0783 -0.7415
C 0.0840 -0.8605 1.5372
C 0.2843 -0.1357 -0.2272
C 0.4265 -0.8157 -0.9012
C -1.4081 0.2899 0.2037
C -0.9019 -0.0668 0.1173
C -0.6245 -0.1689 2.0358
C -0.3284 -0.2292 0.7289
C -1.3501 -2.1429 1.4272
C 0.8605 0.2988 1.9876
H -0.0716 -0.2187 -0.1666
H -0.7762 0.9316 -0.3925
H 0.0757 0.3497 0.5553
H 0.0651 -0.1598 -0.0255
H 0.0279 -0.2501 -0.6092
H 0.8931 0.0727 0.5269
H 0.6316 -0.1183 -0.2754
H -0.2016 -0.2534 -0.1595
H -0.5402 -0.0791 -0.1130
H 0.8643 0.2447 0.1965
H 0.2559 -0.1931 0.2454
H 0.0937 -0.2456 0.7296
H 0.4235 1.0083 -0.6463
H -0.8963 -0.2707 0.1683
H 0.2696 0.2412 0.2175
H -0.8692 0.8952 0.5045
H 0.6720 0.7063 -0.1685
H -0.4947 0.6702 0.4423
H 0.1718 -0.1555 0.4376
H 0.6359 -0.0156 0.2275
H 0.0317 0.1586 -0.0975
H -0.1890 -0.2180 -0.7088
H 0.1838 0.5628 -0.4118
H -0.4267 -0.3012 -0.1719
H 0.6946 -0.1509 -0.5456
H 0.4324 0.0855 -0.0070
H 0.0852 -0.2158 0.1018
H 0.5253 0.4434 -0.2317
H 0.3065 0.1834 -0.0749
H 0.3597 -0.1167 -0.4963
H -0.3335 0.1045 -0.5412
H 0.2615 0.3666 -0.3619
H 0.3993 0.4399 -0.1443
H 0.2015 0.8902 -0.9741
H 0.5785 -0.2290 -0.7387
H -0.0806 0.2187 -0.6184
H -0.1556 0.0168 -0.5139
C 1.4414 1.2656 -0.7437
C 0.0449 -0.0045 -0.3063
C 0.2536 -0.3565 1.5327
C 0.3811 2.4414 0.0423
C 0.4570 0.9659 -0.4557
C -0.7007 -0.9434 0.0397
C -0.2199 0.7291 0.5748
S 0.2179 0.0019 -3.4480
O 0.7808 -0.2575 0.6479
O -0.0706 1.3461 1.3269
O -1.4715 -1.5851 1.9859
H -0.4764 -1.4132 0.0886
H 0.2569 -0.1917 -0.2795
H -0.7571 0.2280 -0.1198
H -0.2423 0.4334 -0.0147
H 0.0047 -0.7451 -0.0489
H 0.3484 -1.1010 0.1650
H -0.5541 -1.2501 -0.4924
Br 0.1973 -0.1505 0.0090
C -1.1861 1.6810 -0.9551
C 0.3274 -0.1463 1.3764
C -0.0504 1.8536 -0.3633
C 0.9331 -0.6543 2.1288
C -0.3298 -1.2313 -0.9954
C -0.2460 0.0580 -0.7881
C -0.5443 3.0436 -0.6552
O 1.3552 -2.8384 1.4381
O -0.9190 -2.0817 -0.8879
H 0.1700 -0.6989 -0.1864
H 0.0062 -0.4367 0.1720
H 0.1998 0.3223 0.1523
H 0.0655 -0.1847 -0.4441



[4]
The following is a DFT calculation (ωB97M-V/def2-TZVPD) of a molecular structure, C6H14O3 in a non-equilibrium geometry.

Summary:
Orbital gap (alpha / beta) (eV): 7.1 / 7.1
LUMO level (alpha / beta) (Eh): -0.023 / -0.023
Electronic energy (a.u.): -462.5519
HOMO (alpha / beta) (eV): -7.6862 / -7.6866
ΔE to the lowest compared entry with this formula, charge and spin (kcal per mole): 124.98

Last column: natural (NBO) charge in e.
Cartesian coordinates (Å):
C 0.347 -0.714 1.892  0.18
C -0.517 1.289 0.303  -0.20
C -0.741 -1.719 1.937  -0.71
C 1.585 -0.950 1.266  -0.76
O 0.765 1.830 0.353  -0.74
H 1.258 1.475 -0.404  0.48
H 0.231 0.167 2.507  0.21
H -0.960 1.287 1.295  0.15
H -1.196 1.833 -0.360  0.17
H -0.648 -2.298 2.865  0.25
H -0.672 -2.429 1.110  0.24
H -1.729 -1.258 1.939  0.24
H 1.360 -0.664 0.067  0.42
H 1.850 -2.001 1.143  0.25
H 2.416 -0.335 1.594  0.25
C -0.455 1.246 -2.961  -0.27
C -0.479 -0.178 -1.042  0.47
O -1.193 0.393 -2.088  -0.55
O 0.767 -0.444 -1.233  -0.76
H -1.136 -0.938 -0.606  0.12
H -0.112 2.147 -2.442  0.17
H 0.406 0.727 -3.384  0.19
H -1.147 1.531 -3.750  0.19

Force components x, y, z for each atom (eV/Å):
C 0.7648 -0.3489 -0.3516
C -0.1666 -0.8876 -1.3617
C -0.0560 -0.0486 -0.1418
C -0.3357 -0.0763 0.9980
O 0.2087 0.1179 0.0780
H -0.0788 -0.1089 0.0230
H -0.0048 0.1092 -0.1249
H -0.0024 -0.1771 0.0633
H 0.0111 0.2022 0.1315
H 0.0396 0.1043 -0.0178
H 0.0432 0.0575 0.0280
H 0.0452 0.0227 0.0164
H -0.7737 0.3175 -0.8492
H -0.1731 0.0097 -0.2409
H -0.0765 0.1456 -0.0989
C -0.0434 -0.1619 0.2017
C -0.4230 1.0703 1.5572
O 0.1820 -0.0031 -0.1375
O 0.8572 -0.2553 0.3311
H -0.0116 -0.1026 -0.1608
H -0.0002 -0.0113 0.0111
H -0.0361 0.0259 0.0217
H 0.0301 -0.0012 0.0240



Repeat the fourth record exactly.
The following is a DFT calculation (ωB97M-V/def2-TZVPD) of a molecular structure, C6H14O3 in a non-equilibrium geometry.

Summary:
Orbital gap (alpha / beta) (eV): 7.1 / 7.1
LUMO level (alpha / beta) (Eh): -0.023 / -0.023
Electronic energy (a.u.): -462.5519
HOMO (alpha / beta) (eV): -7.6862 / -7.6866
ΔE to the lowest compared entry with this formula, charge and spin (kcal per mole): 124.98

Last column: natural (NBO) charge in e.
Cartesian coordinates (Å):
C 0.347 -0.714 1.892  0.18
C -0.517 1.289 0.303  -0.20
C -0.741 -1.719 1.937  -0.71
C 1.585 -0.950 1.266  -0.76
O 0.765 1.830 0.353  -0.74
H 1.258 1.475 -0.404  0.48
H 0.231 0.167 2.507  0.21
H -0.960 1.287 1.295  0.15
H -1.196 1.833 -0.360  0.17
H -0.648 -2.298 2.865  0.25
H -0.672 -2.429 1.110  0.24
H -1.729 -1.258 1.939  0.24
H 1.360 -0.664 0.067  0.42
H 1.850 -2.001 1.143  0.25
H 2.416 -0.335 1.594  0.25
C -0.455 1.246 -2.961  -0.27
C -0.479 -0.178 -1.042  0.47
O -1.193 0.393 -2.088  -0.55
O 0.767 -0.444 -1.233  -0.76
H -1.136 -0.938 -0.606  0.12
H -0.112 2.147 -2.442  0.17
H 0.406 0.727 -3.384  0.19
H -1.147 1.531 -3.750  0.19

Force components x, y, z for each atom (eV/Å):
C 0.7648 -0.3489 -0.3516
C -0.1666 -0.8876 -1.3617
C -0.0560 -0.0486 -0.1418
C -0.3357 -0.0763 0.9980
O 0.2087 0.1179 0.0780
H -0.0788 -0.1089 0.0230
H -0.0048 0.1092 -0.1249
H -0.0024 -0.1771 0.0633
H 0.0111 0.2022 0.1315
H 0.0396 0.1043 -0.0178
H 0.0432 0.0575 0.0280
H 0.0452 0.0227 0.0164
H -0.7737 0.3175 -0.8492
H -0.1731 0.0097 -0.2409
H -0.0765 0.1456 -0.0989
C -0.0434 -0.1619 0.2017
C -0.4230 1.0703 1.5572
O 0.1820 -0.0031 -0.1375
O 0.8572 -0.2553 0.3311
H -0.0116 -0.1026 -0.1608
H -0.0002 -0.0113 0.0111
H -0.0361 0.0259 0.0217
H 0.0301 -0.0012 0.0240



Number 2 is which compound? F2P2S4



Number 4 is which compound? C6H14O3



Which of these has the highest electronic energy? C6H14O3